Record 1
DFT (the ωB97M-V functional and the def2-TZVPD basis) results for 2 unconnected molecules or ions with the total composition C6H15NO3 at a distorted geometry.

Its total charge is 0. The value obtained for the HOMO-LUMO gap is 8.90 eV. Its HOMO energy is -8.04 eV. The calculation puts the total energy at -517.96476 Ha. Its SMILES is CC(=O)N(C)O.CCOC.

The geometry in XYZ format:
```
25
Properties=species:S:1:pos:R:3:forces:R:3
C -1.726 -0.238 -1.771 1.059 0.944 -0.072
C -1.531 0.000 -0.287 -2.674 -3.704 1.491
O -2.390 0.622 0.368 1.523 0.517 -0.527
N -0.910 -1.074 0.406 -0.305 1.398 -0.606
C -0.316 -2.239 -0.187 -0.483 0.228 0.050
O -1.451 -1.304 1.679 -0.103 0.330 -0.013
H -0.757 -0.309 -2.263 -0.132 -0.096 -0.209
H -2.296 -1.150 -1.937 0.004 -0.046 0.248
H -2.280 0.600 -2.189 0.034 0.022 0.003
H -1.051 -2.876 -0.686 -0.110 -0.138 -0.062
H 0.134 -2.821 0.616 0.256 0.086 -0.162
H 0.411 -1.909 -0.930 0.095 -0.193 0.153
H -2.073 -0.534 1.744 0.190 -0.355 -0.056
C 2.076 0.316 1.526 -0.345 -0.188 -0.139
C 1.900 0.346 0.032 -1.683 2.642 -1.124
O 0.474 0.941 -0.516 2.968 -1.217 0.533
C 0.227 2.290 -0.166 0.457 -0.352 0.251
H 1.556 -0.531 1.968 -0.117 0.045 0.121
H 1.739 1.238 1.993 -0.065 0.019 0.005
H 3.142 0.216 1.742 -0.006 -0.040 -0.050
H 2.146 -0.592 -0.459 -0.792 -0.067 -0.096
H 2.538 1.107 -0.424 0.203 -0.127 0.167
H 1.111 2.913 -0.340 -0.005 0.077 0.058
H -0.087 2.347 0.880 0.000 0.262 -0.025
H -0.587 2.643 -0.801 0.031 -0.050 0.062
```
Positions in Å, forces in eV/Å.

***

Record 2
DFT (the ωB97M-V functional and the def2-TZVPD basis) results for a molecular structure, C14H33Hg3NO14 at a distorted geometry.

Its total charge is +2. The value obtained for the HOMO-LUMO gap is 5.92 eV. Its HOMO energy is -13.77 eV. The calculation puts the total energy at -2120.75341 Ha.

The geometry in XYZ format:
```
65
Properties=species:S:1:pos:R:3:forces:R:3
Hg -3.729 -1.986 -1.786 0.219 -1.412 -0.210
Hg -1.393 1.792 -0.476 0.029 -0.004 1.002
Hg -1.376 -4.632 -0.691 0.198 -0.025 -1.292
C -3.774 -4.668 -2.131 7.300 1.179 1.227
O -4.207 -3.942 -2.987 -6.456 5.145 -4.086
O -3.636 -4.327 -0.941 -3.622 2.045 6.861
O -2.663 -5.122 -2.487 4.354 -5.892 -2.279
C -1.378 -0.983 -0.630 1.335 -2.937 0.196
O -2.320 -0.334 -1.047 -6.770 4.585 -2.892
O -1.530 -2.214 -0.802 1.145 -2.431 0.476
O -0.456 -0.323 -0.150 2.740 0.652 1.442
C 2.932 -0.664 0.103 2.155 0.028 2.981
C 4.313 -1.480 0.060 -0.798 -0.265 -1.924
O 5.335 -0.476 0.021 -1.056 -0.538 0.185
O 1.793 -1.333 0.555 -0.086 -2.422 -0.161
H 2.766 0.033 -0.718 0.313 -0.513 -0.288
H 3.139 -0.123 1.026 0.622 1.326 -0.433
H 4.332 -2.167 -0.786 0.096 0.778 -1.414
H 4.512 -2.331 0.712 -0.507 0.898 1.840
H 6.174 -0.865 -0.237 0.059 -0.131 -0.016
H 0.956 -0.913 0.343 -0.351 0.642 -0.477
C -2.541 0.218 2.482 1.594 -2.139 -0.380
C -2.361 0.682 3.950 -1.743 -1.408 -0.685
O -3.297 1.696 4.222 0.937 1.964 -0.211
O -2.591 1.280 1.536 -0.462 0.797 0.114
H -3.304 -0.497 2.172 -0.630 0.192 0.824
H -1.619 -0.315 2.252 0.208 -0.270 0.023
H -1.290 0.869 4.041 -0.340 1.324 0.399
H -2.591 -0.060 4.714 0.385 -0.916 -0.587
H -4.201 1.373 4.206 0.043 -0.399 0.100
H -2.712 2.037 2.114 -0.075 0.910 -0.106
C 1.788 -3.716 -1.159 -0.976 -0.267 -0.256
C 1.650 -4.929 -2.027 -0.079 -0.429 -0.611
O 0.401 -4.993 -2.724 -0.378 0.013 0.986
O 0.795 -3.792 -0.075 0.366 -1.346 -1.124
H 1.551 -2.847 -1.774 0.185 0.281 0.182
H 2.809 -3.672 -0.779 -0.253 0.093 0.320
H 1.700 -5.823 -1.405 0.068 -0.126 -0.085
H 2.443 -4.963 -2.774 0.284 0.002 0.266
H 0.440 -4.588 -3.594 0.063 0.065 -0.059
H 0.941 -2.980 0.417 -0.014 0.755 0.529
C -1.488 2.513 -3.772 -0.316 -0.335 -1.565
O -0.657 2.179 -2.699 0.460 -0.651 1.700
C 0.608 2.806 -2.556 0.192 1.637 0.168
C 1.311 2.402 -1.268 -0.253 -0.269 -1.258
N 0.603 2.904 -0.055 1.408 -1.511 -0.282
C 1.288 2.391 1.203 -2.651 0.725 1.523
C 0.625 3.234 2.384 0.769 -0.069 0.141
O -0.786 3.172 2.413 0.239 -0.029 0.147
C -1.252 4.118 3.410 -0.950 0.164 -1.585
H -0.952 2.357 -4.708 0.217 0.275 -0.078
H -1.897 3.524 -3.756 0.073 0.019 0.295
H -2.270 1.755 -3.810 -0.202 0.261 0.289
H 0.476 3.883 -2.458 -0.292 0.364 -0.455
H 1.251 2.643 -3.421 -0.092 -0.320 -0.041
H 2.325 2.793 -1.348 0.100 -0.062 0.234
H 1.339 1.316 -1.360 0.101 -0.124 0.968
H 0.738 3.905 -0.041 -0.457 0.422 -0.080
H 2.378 2.410 1.196 -0.080 0.489 -0.204
H 0.977 1.357 1.352 0.101 -0.105 -0.179
H 0.901 4.288 2.357 0.312 0.311 -0.727
H 0.919 2.997 3.407 0.838 -0.856 -0.178
H -0.954 5.105 3.055 0.189 0.200 0.375
H -0.950 3.948 4.444 0.178 -0.369 -0.175
H -2.334 4.074 3.284 0.010 0.029 0.589
```
Positions in Å, forces in eV/Å.

***

Record 3
DFT (the ωB97M-V functional and the def2-TZVPD basis) results for a single C4H4O molecule at a distorted geometry.

Its total charge is 0. The value obtained for the HOMO-LUMO gap is 10.51 eV. Its HOMO energy is -10.15 eV. The calculation puts the total energy at -229.95803 Ha. Its SMILES is CC#CC=O.

The geometry in XYZ format:
```
9
Properties=species:S:1:pos:R:3:forces:R:3
C -1.637 0.302 -0.153 -0.455 -0.118 0.397
C -0.302 -0.075 -0.585 0.460 -0.379 0.344
C 0.856 -0.437 -0.604 -0.924 0.752 0.042
C 2.063 -0.352 0.189 0.315 0.463 0.105
O 2.519 0.716 0.527 0.126 -0.526 -0.178
H -1.793 1.384 -0.091 0.173 -0.184 -0.269
H -1.721 -0.084 0.877 -0.067 0.119 -0.296
H -2.450 -0.154 -0.718 0.135 0.055 -0.155
H 2.465 -1.299 0.558 0.238 -0.181 0.010
```
Positions in Å, forces in eV/Å.